No. 1
{"formula": "C6H13NO3", "method": "the ωB97M-V functional and the def2-TZVPD basis", "species": ["O", "O", "O", "N", "C", "C", "C", "C", "C", "C", "H", "H", "H", "H", "H", "H", "H", "H", "H", "H", "H", "H", "H"], "coordinates": [[0.21451, -2.19258, -0.22583], [-1.73541, -1.47719, 1.59717], [2.32250, -0.88230, 1.35696], [-1.50843, -0.64107, -0.73879], [-1.53529, 0.80636, -0.98911], [1.55132, 0.25954, -1.20630], [1.39262, 0.17732, 1.31035], [0.60093, 0.20972, -0.00251], [-0.26946, -1.05940, -0.07043], [-0.42607, 1.34994, -0.07239], [-1.64543, -0.68332, 2.13302], [2.20915, -0.61719, -1.23451], [1.95112, 1.11884, 1.42224], [-2.52189, 1.21489, -0.74391], [1.86943, -1.67864, 1.03825], [-1.34065, 1.01084, -2.04984], [-2.34704, -1.06253, 0.61752], [-0.82698, 1.56987, 0.92805], [0.00465, 2.27771, -0.46718], [2.18365, 1.15600, -1.13438], [-1.83383, -1.26295, -1.47188], [1.00019, 0.29265, -2.15661], [0.69041, 0.11351, 2.16009]], "forces_ev_per_a": [[-1.296, 2.192, 1.049], [-2.465, 1.474, -2.601], [-0.065, 0.077, -0.065], [0.041, -0.355, 0.506], [-0.025, -0.203, -0.073], [0.029, -0.370, -0.214], [0.067, 0.344, 0.149], [-0.270, 0.174, 1.373], [1.179, -1.707, -4.363], [0.064, 0.084, 0.055], [-0.236, 0.101, 0.316], [-0.216, 0.219, 0.080], [-0.023, -0.253, -0.012], [0.199, 0.010, -0.044], [0.002, 0.011, 0.036], [0.075, 0.056, 0.217], [2.775, -1.488, 3.476], [0.047, -0.087, -0.201], [-0.073, -0.211, 0.106], [-0.233, -0.177, 0.029], [0.267, 0.044, 0.133], [0.096, 0.034, 0.224], [0.061, 0.030, -0.175]], "largest_force_ev_per_a": 4.8, "gap_ev": 10.21, "multiplicity": 1}

=====

No. 2
{"formula": "C3H3NO2S", "method": "the ωB97M-V functional and the def2-TZVPD basis", "species": ["S", "O", "O", "N", "C", "C", "C", "H", "H", "H"], "coordinates": [[-1.51498, 0.12433, -0.42327], [-2.58381, 0.12872, 0.54574], [2.07005, 1.32665, 0.02717], [-0.42575, 1.29780, 0.00068], [0.93900, -0.83267, 0.07291], [1.12715, 0.61919, 0.00141], [-0.32690, -1.28857, -0.03193], [1.80700, -1.29309, -0.06410], [-0.67345, -2.25042, 0.22540], [-0.41831, 2.16808, -0.35401]], "forces_ev_per_a": [[0.481, -0.537, -0.652], [-1.011, -0.263, 0.826], [0.036, -0.397, -0.198], [4.037, -5.894, 1.959], [-4.050, 1.742, -0.911], [-3.581, 2.207, 0.373], [1.445, 3.296, 0.639], [3.462, -2.672, 0.330], [-0.530, -0.997, -0.426], [-0.289, 3.516, -1.940]], "largest_force_ev_per_a": 7.4, "gap_ev": 8.66, "multiplicity": 1}

=====

No. 3
{"formula": "C4H9NO2", "method": "the ωB97M-V functional and the def2-TZVPD basis", "species": ["O", "O", "N", "C", "C", "C", "C", "H", "H", "H", "H", "H", "H", "H", "H", "H"], "coordinates": [[1.61458, -0.90599, -1.41684], [0.95985, -1.49635, 0.63097], [-0.67696, 0.51066, -0.65246], [0.73563, -1.49171, -0.55870], [-1.38196, 0.14799, 0.33523], [-2.42124, 0.90848, 1.06764], [2.65291, -0.10279, -0.77467], [2.22588, 0.73773, -0.21390], [-1.12317, -0.80035, 0.81534], [-2.71083, 1.82860, 0.55596], [3.31616, 0.31398, -1.54842], [-1.91049, 1.13634, 2.00930], [3.24390, -0.70269, -0.07775], [-0.97754, 1.39154, -1.07074], [-0.23909, -2.03269, -0.98344], [-3.29666, 0.29629, 1.30441]], "forces_ev_per_a": [[-0.292, -0.300, 0.001], [-0.409, -0.426, -0.446], [-0.591, -0.105, 0.017], [0.139, -0.187, 0.336], [0.110, 0.078, -0.078], [-0.033, 0.182, 0.074], [-0.133, -0.146, -0.008], [-0.225, -0.322, -0.154], [-0.003, 0.091, -0.146], [-0.021, -0.057, 0.126], [-0.534, -0.465, 0.018], [-0.380, 0.255, 0.137], [-0.172, -0.030, -0.157], [-0.055, 0.091, 0.236], [2.481, 1.242, 0.112], [0.117, 0.098, -0.067]], "largest_force_ev_per_a": 2.8, "gap_ev": 10.73, "smiles": "[H]/N=C\\C.COC=O", "multiplicity": 1}

=====

No. 4
{"formula": "C7H8O", "method": "the ωB97M-V functional and the def2-TZVPD basis", "species": ["O", "C", "C", "C", "C", "C", "C", "C", "H", "H", "H", "H", "H", "H", "H", "H"], "coordinates": [[-2.22901, 0.12064, 0.12621], [1.13302, -1.14777, -0.51497], [-0.86437, -0.01202, -0.02038], [1.39158, 0.03720, 0.33031], [-0.18473, -1.23076, -0.54194], [-0.27937, 1.22671, -0.51343], [1.05987, 1.24377, -0.36875], [0.29843, -0.14340, 1.26533], [-0.87522, -2.16022, -0.87933], [1.75151, 2.10199, -0.46000], [2.12193, -1.51083, -0.81171], [0.05822, -0.93611, 1.71272], [0.34561, 0.84798, 1.79526], [2.47886, -0.26398, 0.72028], [-2.49220, -1.02751, 0.02468], [-0.88317, 2.14114, -0.92863]], "forces_ev_per_a": [[-1.069, -6.846, -0.256], [0.637, -0.464, -0.813], [2.507, 0.624, 2.333], [4.841, -3.142, 0.934], [-2.583, -4.313, -3.498], [0.657, 3.860, -2.163], [-0.514, 3.115, -0.411], [-1.700, 9.492, -1.367], [1.717, 2.199, 0.313], [-0.645, -0.682, -0.475], [-1.378, -1.397, -0.666], [-0.881, -6.346, 4.109], [-0.995, -1.220, 0.795], [-1.995, 1.948, -0.263], [0.370, 5.341, 0.628], [1.032, -2.169, 0.800]], "largest_force_ev_per_a": 9.7, "gap_ev": 9.14, "smiles": "O[C@]12C=C[C@H](C=C1)C2", "multiplicity": 1}

=====

Please write out number 3 again, unchanged.
{"formula": "C4H9NO2", "method": "the ωB97M-V functional and the def2-TZVPD basis", "species": ["O", "O", "N", "C", "C", "C", "C", "H", "H", "H", "H", "H", "H", "H", "H", "H"], "coordinates": [[1.61458, -0.90599, -1.41684], [0.95985, -1.49635, 0.63097], [-0.67696, 0.51066, -0.65246], [0.73563, -1.49171, -0.55870], [-1.38196, 0.14799, 0.33523], [-2.42124, 0.90848, 1.06764], [2.65291, -0.10279, -0.77467], [2.22588, 0.73773, -0.21390], [-1.12317, -0.80035, 0.81534], [-2.71083, 1.82860, 0.55596], [3.31616, 0.31398, -1.54842], [-1.91049, 1.13634, 2.00930], [3.24390, -0.70269, -0.07775], [-0.97754, 1.39154, -1.07074], [-0.23909, -2.03269, -0.98344], [-3.29666, 0.29629, 1.30441]], "forces_ev_per_a": [[-0.292, -0.300, 0.001], [-0.409, -0.426, -0.446], [-0.591, -0.105, 0.017], [0.139, -0.187, 0.336], [0.110, 0.078, -0.078], [-0.033, 0.182, 0.074], [-0.133, -0.146, -0.008], [-0.225, -0.322, -0.154], [-0.003, 0.091, -0.146], [-0.021, -0.057, 0.126], [-0.534, -0.465, 0.018], [-0.380, 0.255, 0.137], [-0.172, -0.030, -0.157], [-0.055, 0.091, 0.236], [2.481, 1.242, 0.112], [0.117, 0.098, -0.067]], "largest_force_ev_per_a": 2.8, "gap_ev": 10.73, "smiles": "[H]/N=C\\C.COC=O", "multiplicity": 1}